(1)
DFT (wB97M-V/def2-TZVPD) results for one molecule with the formula C3H7N3OS in a non-equilibrium geometry.

The geometry in XYZ format:
```
15
Properties=species:S:1:pos:R:3:forces:R:3
C 0.96091 -1.55930 2.28512 -1.0451 0.2595 2.4209
C -0.37540 -1.38093 1.49674 0.0596 1.2554 -0.2645
C 0.16679 1.03792 -1.40266 -2.7536 3.1046 -3.4698
H 0.53417 -1.83836 3.44487 1.7016 0.6349 -3.2091
H 1.25574 -0.36677 2.33620 0.2630 -3.2951 -0.0701
H 1.78941 -2.41324 1.94294 -2.2923 2.7478 0.7050
H -1.38431 -1.56535 2.09776 2.0935 0.0972 -1.6842
H 1.63800 2.03093 -1.98270 -1.9375 1.1374 -0.2482
H -1.65556 0.51424 -0.92056 -2.0076 -1.0549 2.7691
H -0.96142 1.83424 -3.04980 -3.5424 0.7544 1.6131
N -0.48120 -0.68622 0.40132 0.7787 -0.9180 1.1960
N 0.55741 2.13509 -2.06175 2.9525 -3.7965 1.7402
N -1.16299 0.63901 -1.72154 1.2419 1.6186 -1.7532
O -1.88229 1.68285 -2.43377 4.6859 -0.9210 -1.8921
S 1.00074 -0.06412 -0.43218 -0.1982 -1.6244 2.1470
```
Forces are in eV/Å.

Computed properties:
Net charge: 0
SMILES string: [H]/N=C(/NO)S/N=C\C
Highest occupied orbital energy (eV): -9.128
Total energy (Ha): -756.01351
Energy above the lowest of the compared OMol25 structures with the same formula, charge and spin (kcal per mole): 138.6
Orbital gap (eV): 9.50

(2)
DFT (wB97M-V/def2-TZVPD) results for a 2-piece molecular cluster, C3H5N2O3 overall in a non-equilibrium geometry.

The geometry in XYZ format:
```
13
Properties=species:S:1:pos:R:3:forces:R:3
C -1.38991 1.80095 -0.35908 0.9548 0.2712 0.2787
C -2.22243 -0.69287 -0.70338 1.0876 -1.4414 -0.1178
C 1.75512 -0.26269 0.98621 -0.8930 -2.3517 1.6138
N -1.46995 0.63241 -0.48705 -0.8769 -0.1559 0.2573
N 1.46864 -0.58641 -0.40381 2.6912 2.3676 -1.1473
O -2.84921 -1.12657 0.26040 -0.0647 0.9544 -0.3617
O -1.07898 2.94218 -0.20224 -0.5354 0.0773 -0.1323
O -1.86817 -1.19084 -1.77701 -0.5721 0.3339 0.1495
H 2.71052 0.27414 1.17863 -0.8354 -0.0329 -0.5343
H 1.87905 -1.26677 1.62260 -0.2868 1.9068 -1.3210
H 0.61097 -1.09534 -0.54232 -0.3396 0.6465 -0.2450
H 0.84387 0.22673 1.39090 0.8922 0.2421 0.4662
H 1.61046 0.34508 -0.96385 -1.2221 -2.8179 1.0940
```
Forces are in eV/Å.

Computed properties:
Net charge: -1
Highest occupied orbital energy (eV): -5.026
Total energy (Ha): -452.61420
Energy above the lowest of the compared OMol25 structures with the same formula, charge and spin (kcal per mole): 33.3
Orbital gap (eV): 8.75

(3)
DFT (wB97M-V/def2-TZVPD) results for an isolated ion of composition C6H10BN2O and charge +1 in a non-equilibrium geometry.

The geometry in XYZ format:
```
20
Properties=species:S:1:pos:R:3:forces:R:3
C -2.83517 0.37841 -1.88246 0.0583 -0.0158 -0.5635
N -1.62727 0.17464 -0.99322 1.2746 -0.0951 1.0064
C -0.69615 -0.84608 -1.38086 2.6228 0.9912 3.2495
C 0.57005 -1.05535 -0.51547 -3.2495 2.8038 0.4725
C 0.76985 -0.16280 0.73649 -2.8838 0.3185 -1.9720
B 2.11945 -0.33584 1.63284 1.4160 -0.1096 1.3875
N 3.25882 -1.22051 1.24084 -1.5203 2.7687 -0.9086
O 2.23601 0.44296 2.85669 -0.3481 -0.0255 -3.2088
C -0.29732 0.91579 1.11438 -0.7830 -2.8754 -4.0779
C -1.52731 1.02132 0.15939 3.7349 -1.2153 1.4655
H -2.53150 -0.00068 -2.91949 -0.7450 0.4064 1.5847
H -3.02254 1.49742 -1.98565 0.0715 -1.6098 0.3353
H -3.71187 -0.20101 -1.42450 1.2390 0.9973 -0.8998
H -0.83416 -1.48218 -2.33043 -0.2269 1.4337 1.7043
H 1.32245 -1.84950 -0.83722 -1.2707 1.2956 0.5918
H 3.18909 -1.45978 0.23702 0.1445 -0.2395 0.8862
H 4.09092 -0.59518 1.29495 -0.3970 -1.0686 0.4868
H 2.02135 1.36556 2.55964 0.1381 -0.9690 0.9585
H -0.18454 1.58691 2.02952 -0.3474 -1.1256 -1.5319
H -2.31014 1.82589 0.40754 1.0720 -1.6659 -0.9664
```
Forces are in eV/Å.

Computed properties:
Net charge: +1
SMILES string: C[n+]1ccc(B(N)O)cc1
Highest occupied orbital energy (eV): -13.893
Total energy (Ha): -443.95428
Energy above the lowest of the compared OMol25 structures with the same formula, charge and spin (kcal per mole): 19.1
Orbital gap (eV): 8.66

(4)
DFT (wB97M-V/def2-TZVPD) results for C28H35N4O4ReSSb2 as an isolated structure in a non-equilibrium geometry.

The geometry in XYZ format:
```
75
Properties=species:S:1:pos:R:3:forces:R:3
Re -0.24137 0.75612 0.89357 1.4155 0.4636 -0.3837
C 3.63392 0.80956 3.05342 -0.0720 0.0340 0.0665
C 2.23952 0.62648 2.56785 0.2406 0.1358 0.0079
N 1.68538 1.31479 1.62635 -0.1145 -0.2231 0.0020
N 2.27946 2.45444 1.12350 -0.3112 0.2140 -0.1063
C 1.44431 3.43551 0.76162 0.7088 0.0450 0.0914
N 1.91479 4.61779 0.43954 -0.2555 -0.0555 0.0279
S -0.26682 3.13416 0.70739 -0.5101 -1.2088 -0.3148
C 1.31513 -0.32179 3.20575 -0.1193 -0.1715 0.0068
C 1.69571 -1.12734 4.25029 0.2452 0.1043 -0.0496
C 0.75430 -1.96080 4.84894 -0.1940 -0.1659 0.0700
C -0.54355 -1.93725 4.38421 0.1277 -0.0550 0.1787
C -0.86304 -1.09045 3.33409 0.1802 0.1268 -0.1576
N 0.03105 -0.28799 2.74383 -0.0600 -0.5200 -0.0597
H 4.26773 1.34243 2.34875 0.0242 -0.0557 -0.0088
H 4.09207 -0.16364 3.22842 0.0072 0.0058 -0.0417
H 3.63789 1.35050 4.00513 -0.0320 -0.0200 -0.0136
H 3.26552 2.61572 1.25792 0.2087 -0.0378 0.0376
H 2.88816 4.87324 0.52643 0.0923 0.0038 -0.0202
H 1.27855 5.34321 0.13906 -0.0060 0.0494 -0.0169
H 2.71858 -1.12103 4.60512 -0.0849 -0.0174 -0.0223
H 1.04343 -2.61679 5.66150 -0.0230 0.0459 -0.0371
H -1.31033 -2.56349 4.82050 0.0177 0.0179 -0.0380
H -1.87175 -1.06867 2.95565 -0.0460 -0.0065 -0.0878
C -1.76789 -1.04953 -2.34102 0.1408 -0.0118 0.1277
Sb -0.71461 0.71076 -1.81466 -0.4255 -0.1341 -0.4541
C 0.83568 0.65234 -3.26611 0.2053 0.0087 0.2626
C -2.00673 2.30527 -2.53663 0.0987 -0.2464 0.1554
C -3.36342 1.73287 -2.81134 0.0563 0.0516 -0.0506
C -3.70139 1.38065 -4.11604 0.1215 0.0594 -0.0717
C -4.91269 0.77349 -4.40861 0.0585 -0.0047 -0.0842
C -5.80039 0.49506 -3.38373 -0.0858 -0.0619 0.0174
C -5.48283 0.86103 -2.08483 -0.1016 0.0103 0.1859
C -4.27838 1.49113 -1.78049 -0.0494 -0.0028 0.1000
C -4.03686 1.95741 -0.37154 0.2367 -0.2935 0.0437
Sb -2.91074 0.65108 0.93691 -0.9389 0.1894 -0.1480
C -3.98536 -1.17891 0.81975 0.1076 -0.0029 0.0681
C -3.54443 1.50402 2.78196 0.1049 -0.0740 0.0568
H -2.39944 -0.82237 -3.19881 0.0009 0.0300 0.0295
H -2.37592 -1.41094 -1.51656 -0.0161 -0.0191 -0.0034
H -1.03158 -1.80767 -2.60389 -0.0008 0.0128 0.0435
H 0.32016 0.60212 -4.22778 -0.0372 0.0364 0.0908
H 1.43554 -0.24668 -3.12759 -0.0348 0.0693 0.0222
H 1.46141 1.54283 -3.22866 -0.0241 -0.0567 -0.0110
H -1.52109 2.65884 -3.44625 -0.0282 0.0473 0.0188
H -1.99387 3.09993 -1.79337 -0.0204 0.0593 -0.0522
H -3.00568 1.60470 -4.91934 -0.0471 -0.0306 0.0264
H -5.16422 0.52480 -5.43169 0.0300 0.0085 0.0347
H -6.74680 0.01525 -3.59912 0.0308 0.0351 0.0382
H -6.20373 0.68423 -1.29017 0.0467 0.0272 -0.0878
H -4.98064 2.03994 0.16723 -0.0191 0.0678 -0.0116
H -3.53271 2.92223 -0.31750 -0.0688 0.0709 -0.0222
H -4.81259 -1.11636 1.52785 0.0420 -0.0068 -0.0437
H -3.34653 -2.02588 1.06450 -0.0276 0.0026 -0.0298
H -4.37948 -1.29208 -0.19040 0.0380 0.0384 0.0269
H -4.59897 1.76256 2.68308 0.0456 -0.0247 -0.0180
H -2.96857 2.40433 2.98917 -0.0294 0.0101 0.0188
H -3.42573 0.80095 3.60589 0.0114 0.0262 -0.0366
O 1.07485 -2.63534 1.40336 -0.5128 0.4552 0.3252
C 1.39233 -1.87891 0.51708 1.1487 -1.3350 -0.3085
O 0.57848 -0.94300 0.00862 -1.0895 1.8559 0.3452
C 2.70853 -2.03729 -0.18155 -0.3800 1.3813 -0.2441
C 3.23241 -1.01277 -1.00063 -0.6133 -0.4668 0.5701
C 4.46627 -1.12843 -1.62649 0.2768 -0.2640 -0.0817
C 5.14837 -2.30970 -1.40423 -0.7730 -0.1176 0.5663
O 6.33378 -2.67405 -1.87195 0.6172 -0.1612 -0.2960
C 6.61465 -3.98999 -1.35841 -0.0129 -0.0403 0.0092
O 5.49603 -4.34294 -0.53318 0.4909 -0.5928 0.0273
C 4.63080 -3.33134 -0.57993 -0.4032 0.9008 -0.2033
C 3.41598 -3.21610 0.05105 0.4691 -0.4101 -0.0838
H 2.64202 -0.11782 -1.14180 -0.0300 0.0776 -0.0294
H 4.87238 -0.36207 -2.27522 -0.0186 -0.0354 0.0803
H 7.52456 -3.96727 -0.76526 0.0113 0.0996 0.1159
H 6.71281 -4.69607 -2.17847 -0.1222 0.0000 -0.1083
H 3.00754 -3.99903 0.67798 0.0809 0.0519 -0.0577
```
Forces are in eV/Å.

Computed properties:
2S+1: 2
Net charge: +3
Highest occupied orbital energy (spin up / spin down) (eV): -14.467 / -14.462
Total energy (Ha): -2563.95520
Energy above the lowest of the compared OMol25 structures with the same formula, charge and spin (kcal per mole): 15.3
Orbital gap (spin up / spin down) (eV): 3.33 / 3.59

Which of these has the lowest total energy? C28H35N4O4ReSSb2